[1]
{
  "formula": "C11H17N2",
  "method": "ωB97M-V/def2-TZVPD",
  "e_homo_ev": -12.14,
  "multiplicity": 1,
  "homo_lumo_gap_ha": 0.273,
  "relative_energy_kcal_mol": 110.07,
  "lumo_energy_ev": -4.70,
  "charge": 1,
  "symbols": ["C", "C", "C", "C", "C", "C", "C", "C", "C", "C", "C", "N", "N", "H", "H", "H", "H", "H", "H", "H", "H", "H", "H", "H", "H", "H", "H", "H", "H", "H"],
  "coordinates": [[-2.97, -0.02, 0.16], [-0.80, 0.20, -0.16], [-1.17, -1.14, -0.50], [0.49, 0.82, -0.17], [1.55, -0.10, -0.15], [1.57, -1.14, 0.69], [0.73, 2.26, -0.40], [2.79, 0.12, -1.02], [2.65, -2.16, 0.70], [-2.13, 2.16, 0.94], [-3.23, -2.43, -0.47], [-2.05, 0.90, 0.22], [-2.49, -1.18, -0.29], [-4.06, 0.28, 0.38], [0.96, -1.12, 1.52], [1.46, 2.54, 0.40], [-0.30, 2.87, -0.40], [1.21, 2.26, -1.40], [3.57, -0.61, -0.84], [3.22, 1.08, -0.66], [2.41, 0.31, -1.96], [2.47, -3.10, 1.34], [3.61, -1.81, 0.87], [2.62, -2.67, -0.28], [-2.88, 2.09, 1.66], [-1.20, 2.43, 1.49], [-2.28, 3.05, 0.26], [-3.99, -2.67, 0.15], [-3.55, -2.33, -1.50], [-2.37, -3.25, -0.46]],
  "mulliken_charge": [-0.048, 0.270, -0.778, 0.531, 0.840, -0.304, -1.276, -1.484, -1.611, -1.176, -0.947, 0.153, 0.191, 0.397, 0.603, 0.385, 0.257, 0.402, 0.378, 0.362, 0.421, 0.313, 0.439, 0.410, 0.451, 0.413, 0.348, 0.419, 0.368, 0.274]
}



[2]
{
  "formula": "C11H17N2",
  "method": "ωB97M-V/def2-TZVPD",
  "e_homo_ev": -12.51,
  "multiplicity": 1,
  "homo_lumo_gap_ha": 0.324,
  "smiles": "CCN1\\C=[NH+]/C=C\\C=C/[C@H]2[C@@H](C)[C@H]21",
  "relative_energy_kcal_mol": 113.87,
  "lumo_energy_ev": -3.70,
  "charge": 1,
  "symbols": ["C", "C", "C", "C", "C", "C", "C", "C", "C", "C", "C", "N", "N", "H", "H", "H", "H", "H", "H", "H", "H", "H", "H", "H", "H", "H", "H", "H", "H", "H"],
  "coordinates": [[1.18, -1.71, 0.36], [2.34, -1.21, 0.80], [0.43, -1.81, -0.88], [3.45, -0.41, 0.06], [0.97, 1.42, -0.48], [-1.08, -1.71, -0.74], [3.51, 0.86, -0.38], [-0.35, -0.58, -1.37], [-1.87, -1.75, 0.61], [-1.77, 1.57, 0.85], [-1.35, 1.39, -0.65], [-0.12, 0.76, -0.81], [2.34, 1.58, -0.49], [0.77, -2.41, 1.09], [2.70, -1.46, 1.79], [0.92, -2.22, -1.74], [4.39, -0.97, 0.14], [0.54, 2.32, 0.03], [-1.62, -2.27, -1.55], [4.38, 1.34, -0.61], [-0.27, -0.56, -2.47], [-2.17, -2.74, 0.89], [-2.92, -1.23, 0.44], [-1.25, -1.23, 1.35], [-2.34, 2.54, 1.04], [-2.42, 0.75, 1.21], [-0.81, 1.69, 1.46], [-2.08, 0.84, -1.27], [-1.25, 2.38, -1.22], [2.51, 2.60, -0.36]],
  "mulliken_charge": [-0.286, -0.793, -0.156, -0.742, 0.218, 0.417, -0.125, -0.772, -1.630, -0.864, -0.918, 0.329, -0.150, 0.408, 0.445, 0.615, 0.366, 0.188, 0.330, 0.494, 0.360, 0.377, 0.326, 0.482, 0.319, 0.229, 0.256, 0.440, 0.530, 0.307]
}



[3]
{
  "formula": "C11H17N2",
  "method": "ωB97M-V/def2-TZVPD",
  "e_homo_ev": -11.43,
  "multiplicity": 1,
  "homo_lumo_gap_ha": 0.301,
  "relative_energy_kcal_mol": 36.83,
  "lumo_energy_ev": -3.24,
  "charge": 1,
  "symbols": ["C", "C", "C", "C", "C", "C", "C", "C", "C", "N", "H", "H", "H", "H", "H", "H", "H", "H", "H", "C", "C", "N", "H", "H", "H", "H", "H", "H", "H", "H"],
  "coordinates": [[1.70, 1.82, -3.13], [-0.85, 0.04, -0.93], [0.42, -0.01, -1.64], [0.77, 1.42, -2.02], [0.01, 2.18, -1.19], [-0.58, -2.29, -0.57], [-1.38, -1.16, -0.43], [0.60, -2.31, -1.29], [1.14, -1.16, -1.85], [-0.97, 1.38, -0.52], [-0.87, -3.20, -0.07], [-2.45, -1.24, -0.11], [1.27, -3.17, -1.26], [2.02, -1.00, -2.49], [-1.85, 1.86, -0.41], [0.09, 3.23, -1.01], [1.41, 1.18, -3.99], [2.76, 1.65, -2.93], [1.54, 2.86, -3.35], [-1.01, -0.30, 2.92], [0.07, -1.34, 2.88], [-0.51, 1.04, 2.38], [-1.66, -0.56, 2.07], [-1.69, -0.36, 3.75], [0.91, -1.09, 3.62], [0.67, -1.31, 1.94], [-1.28, 1.75, 2.54], [0.35, 1.33, 2.82], [-0.36, 1.12, 1.35], [-0.28, -2.37, 2.93]],
  "mulliken_charge": [-1.432, -0.209, 0.902, 0.286, -0.638, -0.591, -0.668, -0.599, -0.371, -0.262, 0.483, 0.534, 0.326, 0.414, 0.289, 0.447, 0.354, 0.319, 0.382, -0.147, -1.082, -0.163, 0.094, 0.411, 0.310, 0.298, 0.420, 0.387, 0.138, 0.369]
}



[4]
{
  "formula": "C11H17N3O3STl",
  "method": "ωB97M-V/def2-TZVPD",
  "e_homo_ev": -5.09,
  "multiplicity": 1,
  "homo_lumo_gap_ha": 0.286,
  "lumo_energy_ev": 2.68,
  "charge": -1,
  "symbols": ["Tl", "C", "C", "C", "C", "C", "C", "C", "C", "C", "C", "H", "H", "H", "H", "H", "H", "H", "H", "H", "H", "H", "H", "H", "H", "N", "N", "C", "O", "O", "H", "H", "H", "O", "S", "N"],
  "coordinates": [[-0.01, -0.14, -0.49], [-3.74, 0.99, 2.64], [-3.00, -0.32, 2.90], [-3.28, -1.28, 1.73], [-1.51, -0.14, 3.09], [-0.69, -1.25, 3.25], [0.69, -1.14, 3.31], [1.30, 0.11, 3.23], [2.80, 0.23, 3.23], [0.49, 1.23, 3.16], [-0.89, 1.11, 3.08], [-4.80, 0.78, 2.46], [-3.33, 1.48, 1.76], [-3.68, 1.67, 3.49], [-3.41, -0.77, 3.82], [-2.94, -0.82, 0.80], [-4.34, -1.49, 1.65], [-2.75, -2.22, 1.84], [-1.13, -2.24, 3.31], [1.30, -2.03, 3.40], [3.20, 0.20, 4.25], [3.12, 1.17, 2.77], [3.26, -0.59, 2.67], [0.94, 2.22, 3.15], [-1.48, 2.01, 3.00], [1.73, 0.02, -2.47], [1.65, 1.29, -3.06], [0.40, 2.02, -3.00], [0.27, 2.86, -3.89], [-0.38, 1.71, -2.06], [2.68, -0.16, -2.19], [1.42, -0.72, -3.10], [2.06, 1.37, -3.98], [-1.23, -3.85, -3.40], [-1.76, -2.63, -2.76], [-0.84, -1.73, -2.03]],
  "mulliken_charge": [0.689, -1.754, 0.951, -1.234, 0.209, -0.539, -0.781, 1.083, -1.552, -0.952, -0.167, 0.436, 0.382, 0.379, 0.234, 0.209, 0.417, 0.343, 0.364, 0.342, 0.306, 0.355, 0.361, 0.301, 0.305, -0.463, -0.199, 0.540, -0.753, -0.664, 0.203, 0.219, 0.230, -0.579, 0.179, -0.401]
}



[5]
{
  "formula": "C11H17N4",
  "method": "ωB97M-V/def2-TZVPD",
  "e_homo_ev": -10.25,
  "multiplicity": 1,
  "homo_lumo_gap_ha": 0.230,
  "relative_energy_kcal_mol": 110.87,
  "lumo_energy_ev": -3.99,
  "charge": 1,
  "symbols": ["C", "C", "C", "C", "C", "C", "C", "C", "C", "N", "H", "H", "H", "H", "H", "H", "H", "H", "H", "C", "C", "N", "N", "N", "H", "H", "H", "H", "H", "H", "H", "H"],
  "coordinates": [[-0.95, 1.13, -3.71], [0.00, 1.44, -0.21], [-0.56, 2.07, -1.42], [-0.26, 1.10, -2.45], [0.70, 0.30, -2.00], [-0.33, 1.99, 1.10], [-1.15, 3.09, 1.10], [-1.58, 3.68, -0.03], [-1.55, 2.99, -1.24], [0.83, 0.42, -0.51], [0.03, 1.66, 1.94], [-1.35, 3.77, 2.00], [1.38, -0.10, 0.08], [-2.19, 4.59, 0.07], [1.28, -0.43, -2.45], [-2.19, 3.16, -2.20], [-0.54, 0.43, -4.44], [-0.91, 2.22, -4.21], [-2.08, 0.99, -3.51], [1.41, -1.27, 2.78], [0.76, -3.13, 1.34], [1.83, -2.29, 1.77], [-0.54, -2.98, 1.57], [1.16, -4.21, 0.43], [2.68, -2.63, 1.64], [-0.89, -2.31, 2.05], [-1.24, -3.78, 1.35], [0.69, -5.03, 0.47], [1.43, -3.98, -0.61], [0.68, -1.71, 3.54], [1.15, -0.40, 2.35], [2.26, -0.80, 3.40]],
  "mulliken_charge": [-1.346, 0.596, 0.453, 0.899, -1.141, -0.931, -0.358, -0.673, -0.418, 0.020, 0.521, 0.253, 0.079, 0.351, 0.524, 0.235, 0.368, 0.293, 0.278, -0.696, 0.645, -0.055, -0.287, -0.518, 0.213, 0.147, 0.293, 0.233, 0.270, 0.357, 0.047, 0.347]
}



[6]
{
  "formula": "C11H17N4",
  "method": "ωB97M-V/def2-TZVPD",
  "e_homo_ev": -10.38,
  "multiplicity": 1,
  "homo_lumo_gap_ha": 0.270,
  "relative_energy_kcal_mol": 27.19,
  "lumo_energy_ev": -3.05,
  "charge": 1,
  "symbols": ["C", "C", "C", "C", "C", "C", "C", "C", "C", "N", "H", "H", "H", "H", "H", "H", "H", "H", "H", "C", "C", "N", "N", "N", "H", "H", "H", "H", "H", "H", "H", "H"],
  "coordinates": [[1.01, -1.16, -4.17], [1.44, -0.62, -0.53], [1.99, -0.61, -1.82], [0.87, -0.86, -2.72], [-0.21, -1.01, -1.95], [2.26, -0.49, 0.58], [3.60, -0.20, 0.39], [4.15, -0.15, -0.89], [3.35, -0.43, -1.99], [0.07, -0.78, -0.57], [1.97, -0.64, 1.60], [4.16, -0.01, 1.30], [-0.54, -1.29, 0.05], [5.20, 0.01, -1.12], [-1.23, -1.14, -2.28], [3.79, -0.56, -2.97], [1.88, -0.79, -4.68], [0.10, -0.96, -4.73], [1.22, -2.24, -4.26], [-2.59, 0.95, 4.20], [-2.87, 1.07, 1.76], [-3.22, 0.59, 2.93], [-1.95, 2.02, 1.63], [-3.36, 0.49, 0.61], [-4.03, 0.00, 2.91], [-1.46, 2.44, 2.39], [-1.57, 2.20, 0.71], [-2.68, 0.45, -0.13], [-4.34, 0.68, 0.45], [-2.64, 2.03, 4.32], [-1.53, 0.82, 4.06], [-2.86, 0.21, 4.92]],
  "mulliken_charge": [-1.503, -0.257, 1.047, 0.317, -0.489, -0.633, -0.390, -0.774, -0.405, -0.075, 0.379, 0.361, 0.298, 0.373, 0.374, 0.341, 0.375, 0.372, 0.301, -0.992, 0.762, -0.152, -0.364, -0.456, 0.253, 0.211, 0.233, 0.174, 0.237, 0.359, 0.383, 0.339]
}



[7]
{
  "formula": "C11H17N5O4",
  "method": "ωB97M-V/def2-TZVPD",
  "e_homo_ev": -8.32,
  "multiplicity": 1,
  "homo_lumo_gap_ha": 0.325,
  "smiles": "NC(=O)CC[C@H](N)C(=O)N[C@@H](Cc1c[nH]cn1)C(=O)O",
  "relative_energy_kcal_mol": 64.65,
  "lumo_energy_ev": 0.51,
  "symbols": ["C", "C", "C", "C", "C", "C", "C", "C", "C", "C", "C", "H", "H", "H", "H", "H", "H", "H", "H", "H", "H", "H", "H", "H", "H", "H", "H", "H", "N", "N", "N", "N", "N", "O", "O", "O", "O"],
  "coordinates": [[0.11, 1.59, -0.95], [-0.13, 0.26, -0.17], [1.58, 2.07, -0.91], [2.06, 2.54, 0.54], [2.69, 3.95, 0.63], [0.32, -1.96, 0.25], [1.62, -2.65, 0.49], [-0.60, -2.93, -0.55], [-2.03, -2.86, -0.23], [-2.66, -2.24, 0.85], [-4.11, -3.26, -0.35], [-0.71, 3.49, -1.33], [-1.52, 2.46, -0.05], [-0.16, 1.28, -1.98], [1.71, 2.96, -1.50], [2.33, 1.33, -1.36], [1.14, 2.79, 0.94], [2.53, 1.78, 1.14], [0.98, 4.53, -0.35], [2.05, 5.87, -0.09], [1.39, -0.67, -0.92], [-0.08, -1.89, 1.28], [-0.35, -2.79, -1.54], [-0.35, -3.97, -0.23], [-2.23, -1.64, 1.66], [-5.00, -3.58, -0.80], [-4.61, -2.30, 1.56], [2.44, -3.77, 1.84], [-0.67, 2.77, -0.57], [1.91, 4.80, -0.14], [0.56, -0.80, -0.45], [-2.97, -3.57, -0.92], [-3.98, -2.35, 0.78], [-1.05, 0.27, 0.65], [3.63, 4.32, 1.25], [2.59, -2.48, -0.19], [1.58, -3.36, 1.73]],
  "mulliken_charge": [-0.079, 0.310, -1.220, -0.544, 0.108, 0.628, 0.019, -0.800, 0.292, -0.293, -0.503, 0.240, 0.232, 0.305, 0.590, 0.504, 0.424, 0.480, 0.169, 0.264, 0.252, 0.411, 0.408, 0.335, 0.338, 0.456, 0.273, 0.360, -0.542, -0.348, -0.057, -0.632, -0.142, -0.645, -0.579, -0.556, -0.455]
}



| no. | DFT total energy (eV) |
| --- | --- |
| 1 | -14652.3856 |
| 2 | -14652.2209 |
| 3 | -14655.5619 |
| 4 | -37826.2650 |
| 5 | -17633.4335 |
| 6 | -17637.0623 |
| 7 | -27322.9702 |